No. 1
Computed, not measured: the ion C3H6BrN2O with charge +1 at a distorted geometry, with the ωB97M-V functional and the def2-TZVPD basis.

Values from the calculation:
multiplicity: 1
energy: -2876.32014 a.u.
orbital gap: 9.45 eV
relative energy (zero: lowest compared OMol25 entry of this formula, charge and spin): 0.822 eV
HOMO: -0.5001 hartree
net charge: +1
M: 166.0 g mol⁻¹
SMILES: O=C1C[NH2+]CN1Br

```
13
C3H6BrN2O, DFT the ωB97M-V functional and the def2-TZVPD basis
O -1.55 1.96 -0.39
C -0.87 1.06 -0.03
C 0.62 1.01 0.15
N 1.11 -0.42 -0.27
C -0.01 -1.29 0.29
N -1.31 -0.21 -0.03
Br -3.08 -0.64 -0.27
H 1.17 1.71 -0.55
H 0.86 1.17 1.25
H 1.34 -0.33 -1.31
H 2.00 -0.65 0.14
H -0.08 -1.23 1.43
H -0.20 -2.14 -0.41
```

***

No. 2
Computed, not measured: the molecule C7H8OS2 at a distorted geometry, with the ωB97M-V functional and the def2-TZVPD basis.

Values from the calculation:
multiplicity: 1
energy: -1143.04496 a.u.
orbital gap: 9.39 eV
relative energy (zero: lowest compared OMol25 entry of this formula, charge and spin): 1.829 eV
HOMO: -0.3204 hartree
M: 172.3 g mol⁻¹
SMILES: C=C(SC)c1sccc1O

```
18
C7H8OS2, DFT the ωB97M-V functional and the def2-TZVPD basis
C 2.64 -0.48 -0.62
C 1.42 -0.62 -0.20
S 0.86 -2.08 0.54
C -0.03 -1.21 1.89
C 0.12 0.59 -0.63
S 0.45 2.33 -0.75
C -1.13 2.61 -1.25
C -1.93 1.47 -1.32
C -1.13 0.32 -0.98
O -1.71 -0.92 -1.02
H 3.48 -1.04 -0.35
H 2.92 0.25 -1.39
H -0.64 -0.55 1.25
H 0.73 -0.85 2.56
H -0.54 -1.93 2.41
H -1.57 3.61 -1.34
H -3.07 1.42 -1.54
H -1.13 -1.48 -0.52
```

***

No. 3
Computed, not measured: a structure of composition C3H5Br3O at a distorted geometry, with the ωB97M-V functional and the def2-TZVPD basis.

Values from the calculation:
multiplicity: 1
energy: -7914.48865 a.u.
orbital gap (alpha / beta): 8.05 / 8.04 eV
relative energy (zero: lowest compared OMol25 entry of this formula, charge and spin): 1.912 eV
HOMO (alpha / beta): -0.3010 / -0.3010 hartree
M: 296.8 g mol⁻¹

```
12
C3H5Br3O, DFT the ωB97M-V functional and the def2-TZVPD basis
C -0.02 0.89 1.39
C -0.73 -0.28 0.83
C 0.25 -0.58 -1.37
O 1.20 0.38 -1.38
Br -2.52 -0.02 0.30
Br 0.95 -2.39 -1.29
Br -1.12 -0.36 -2.67
H 0.08 1.68 0.65
H -0.58 1.30 2.24
H 0.97 0.59 1.74
H -0.55 -1.27 1.21
H 2.08 0.07 -1.64
```

***

No. 4
Computed, not measured: a structure of composition C2H2INO3 at a distorted geometry, with the ωB97M-V functional and the def2-TZVPD basis.

Values from the calculation:
multiplicity: 1
energy: -655.38269 a.u.
orbital gap: 8.65 eV
relative energy (zero: lowest compared OMol25 entry of this formula, charge and spin): 6.008 eV
HOMO: -0.3331 hartree
M: 214.9 g mol⁻¹

```
9
C2H2INO3, DFT the ωB97M-V functional and the def2-TZVPD basis
C 1.76 1.83 -0.77
C -1.54 -0.62 0.00
N -0.33 -0.58 0.42
O 0.16 -0.37 1.51
O 1.03 2.33 -0.09
O 0.70 -0.70 -0.72
I 2.45 -0.74 0.02
H -1.77 -0.79 -1.09
H -2.46 -0.34 0.72
```

***

No. 5
Computed, not measured: a structure of composition C36H24Cl3F5N6O3S3Sn, with the ωB97M-V functional and the def2-TZVPD basis.

Values from the calculation:
multiplicity: 1
energy: -5229.42119 a.u.
orbital gap: 6.72 eV
relative energy (zero: lowest compared OMol25 entry of this formula, charge and spin): 0.000 eV
HOMO: -0.1009 hartree
net charge: -2
M: 1004.9 g mol⁻¹

```
81
C36H24Cl3F5N6O3S3Sn, DFT the ωB97M-V functional and the def2-TZVPD basis
Sn 0.01 0.46 0.93
C 2.35 0.86 -2.51
N 1.27 1.80 -2.28
C -0.05 1.55 -2.59
C -0.77 2.58 -2.12
N 0.12 3.45 -1.50
C 1.40 2.97 -1.61
S 2.82 3.72 -1.11
C -0.30 4.46 -0.60
C -1.05 5.53 -1.07
C -1.51 6.45 -0.14
C -1.20 6.27 1.19
C -0.44 5.16 1.55
N 0.00 4.27 0.67
H 2.14 0.29 -3.41
H 2.42 0.16 -1.68
H 3.28 1.43 -2.62
H -0.36 0.62 -3.02
H -1.83 2.75 -2.08
H -1.25 5.62 -2.13
H -2.12 7.29 -0.46
H -1.56 6.95 1.95
H -0.19 4.96 2.59
Cl -3.10 0.35 -0.67
C -3.55 1.92 -0.08
C -4.29 2.72 -0.94
C -4.70 3.98 -0.53
C -4.38 4.41 0.74
C -3.64 3.59 1.58
Cl -3.34 4.20 3.19
C -3.16 2.32 1.22
S -2.24 1.34 2.31
H -4.54 2.34 -1.92
H -5.27 4.61 -1.20
H -4.69 5.38 1.10
O 2.03 -1.01 0.79
S 2.06 -2.50 0.48
C 3.68 -2.80 -0.24
C 4.67 -2.78 0.92
C 4.03 -3.66 1.99
C 2.55 -3.26 2.07
H 3.80 -2.05 -1.01
H 3.62 -3.78 -0.71
H 4.78 -1.75 1.29
H 5.65 -3.14 0.62
H 4.51 -3.55 2.96
H 4.11 -4.71 1.70
H 2.37 -2.47 2.79
H 1.88 -4.10 2.27
Cl -2.39 -6.10 -5.91
C -1.50 -4.95 -4.91
C -2.20 -4.13 -4.04
C -1.48 -3.22 -3.27
C -0.10 -3.15 -3.36
C 0.57 -4.00 -4.23
C -0.12 -4.90 -5.02
C 0.68 -2.16 -2.49
O 1.93 -2.31 -2.46
O 0.01 -1.31 -1.88
H -3.27 -4.22 -3.95
H -1.99 -2.57 -2.58
H 1.65 -3.94 -4.26
H 0.39 -5.56 -5.71
N -0.97 -1.59 1.07
C -1.19 -2.67 0.75
C -1.46 -3.98 0.36
C -2.70 -4.32 -0.22
N -3.72 -4.60 -0.69
C -0.48 -4.97 0.61
N 0.33 -5.76 0.83
F 1.21 2.60 2.92
C 1.11 1.51 3.70
C 0.61 0.33 3.17
C 0.54 -0.72 4.06
F 0.08 -1.93 3.68
C 0.93 -0.63 5.39
F 0.84 -1.68 6.22
C 1.42 0.57 5.87
F 1.80 0.69 7.15
C 1.51 1.66 5.02
F 1.98 2.83 5.48
```

***

No. 6
Computed, not measured: a cluster of 2 separate species, C5H7Cl in total at a distorted geometry, with the ωB97M-V functional and the def2-TZVPD basis.

Values from the calculation:
multiplicity: 1
energy: -654.72374 a.u.
orbital gap: 10.01 eV
relative energy (zero: lowest compared OMol25 entry of this formula, charge and spin): 4.538 eV
HOMO: -0.3340 hartree
M: 102.6 g mol⁻¹

```
13
C5H7Cl, DFT the ωB97M-V functional and the def2-TZVPD basis
C -0.90 0.11 1.12
C -1.03 -0.21 -1.03
C 0.07 -0.31 -1.70
C -0.31 0.49 2.23
C 1.44 -0.19 -1.13
Cl -1.15 0.55 3.64
H -1.90 -0.36 1.42
H -2.09 -0.01 -1.16
H -0.07 -0.43 -2.72
H 0.69 0.84 2.18
H 2.04 0.32 -1.80
H 1.93 -1.21 -0.85
H 1.29 0.42 -0.20
```

***

No. 7
Computed, not measured: a structure of composition C16H19ClN3O7RuS2, with the ωB97M-V functional and the def2-TZVPD basis.

Values from the calculation:
multiplicity: 2
energy: -2663.51223 a.u.
orbital gap (alpha / beta): 7.74 / 7.05 eV
HOMO (alpha / beta): -0.2845 / -0.2863 hartree
M: 566.0 g mol⁻¹
⟨S²⟩: 0.755

```
49
C16H19ClN3O7RuS2, DFT the ωB97M-V functional and the def2-TZVPD basis
Ru 0.50 -0.02 -0.49
C -1.34 1.98 1.30
C -0.85 0.94 2.30
N 0.00 -0.11 1.67
C -0.29 -1.43 2.27
C -1.75 -1.90 2.20
S -2.66 -1.77 0.63
C -3.53 -0.18 0.76
C -3.04 0.92 -0.17
N -1.67 1.35 0.02
H -0.56 2.71 1.11
H -2.20 2.52 1.73
H -1.70 0.46 2.76
H -0.29 1.42 3.11
H 0.97 0.09 1.91
H -0.03 -1.41 3.34
H 0.36 -2.17 1.80
H -2.36 -1.44 2.97
H -1.75 -2.97 2.44
H -3.55 0.13 1.81
H -4.57 -0.40 0.50
H -3.74 1.76 -0.05
H -3.13 0.58 -1.20
H -1.41 2.00 -0.71
O 5.04 4.05 -0.14
C 4.13 3.28 -0.15
C 2.68 3.59 -0.56
O 2.25 4.67 -0.89
C 1.96 2.31 -0.41
C 2.81 1.34 0.07
O 2.31 0.13 0.32
C 4.17 1.80 0.27
O 5.14 1.19 0.67
O 0.72 2.05 -0.63
S 0.55 -4.59 -1.00
C 2.03 -4.02 -0.34
C 1.98 -2.68 -0.18
N 0.78 -2.11 -0.56
C -0.06 -3.00 -1.02
H 2.85 -4.68 -0.13
H 2.76 -2.04 0.20
H -1.04 -2.75 -1.37
Cl -1.94 0.45 -4.81
C -0.39 -0.29 -4.38
C -0.13 -0.21 -2.90
O -1.02 -0.45 -2.04
O 1.03 0.07 -2.49
H 0.41 0.20 -4.91
H -0.43 -1.34 -4.67
```

***

No. 8
Computed, not measured: a cluster of 2 separate species, C6H11NO3 in total at a distorted geometry, with the ωB97M-V functional and the def2-TZVPD basis.

Values from the calculation:
multiplicity: 1
energy: -515.64523 a.u.
orbital gap: 10.02 eV
relative energy (zero: lowest compared OMol25 entry of this formula, charge and spin): 2.857 eV
HOMO: -0.3426 hartree
M: 145.2 g mol⁻¹
SMILES: C=C=NC(C)(C)O.O=CO

```
21
C6H11NO3, DFT the ωB97M-V functional and the def2-TZVPD basis
C 1.17 0.53 -2.13
C 0.57 0.18 -1.04
N 0.10 -0.19 0.04
C -1.34 -0.37 0.21
C -1.58 -1.63 1.04
C -1.87 0.88 0.91
O -2.00 -0.57 -1.02
H 1.43 1.56 -2.32
H 1.64 -0.22 -2.75
H -2.65 -1.76 1.19
H -1.20 -2.49 0.50
H -1.08 -1.54 2.00
H -1.38 1.00 1.88
H -1.67 1.77 0.31
H -2.94 0.80 1.05
H -1.91 0.21 -1.57
O 3.52 -0.67 -0.30
C 2.85 -0.03 0.47
O 2.93 1.30 0.58
H 1.84 -0.41 1.02
H 3.56 1.65 -0.07
```

***

Repeat the eighth record exactly.
Computed, not measured: a cluster of 2 separate species, C6H11NO3 in total at a distorted geometry, with the ωB97M-V functional and the def2-TZVPD basis.

Values from the calculation:
multiplicity: 1
energy: -515.64523 a.u.
orbital gap: 10.02 eV
relative energy (zero: lowest compared OMol25 entry of this formula, charge and spin): 2.857 eV
HOMO: -0.3426 hartree
M: 145.2 g mol⁻¹
SMILES: C=C=NC(C)(C)O.O=CO

```
21
C6H11NO3, DFT the ωB97M-V functional and the def2-TZVPD basis
C 1.17 0.53 -2.13
C 0.57 0.18 -1.04
N 0.10 -0.19 0.04
C -1.34 -0.37 0.21
C -1.58 -1.63 1.04
C -1.87 0.88 0.91
O -2.00 -0.57 -1.02
H 1.43 1.56 -2.32
H 1.64 -0.22 -2.75
H -2.65 -1.76 1.19
H -1.20 -2.49 0.50
H -1.08 -1.54 2.00
H -1.38 1.00 1.88
H -1.67 1.77 0.31
H -2.94 0.80 1.05
H -1.91 0.21 -1.57
O 3.52 -0.67 -0.30
C 2.85 -0.03 0.47
O 2.93 1.30 0.58
H 1.84 -0.41 1.02
H 3.56 1.65 -0.07
```

***

Please write out number 1 again, unchanged.
Computed, not measured: the ion C3H6BrN2O with charge +1 at a distorted geometry, with the ωB97M-V functional and the def2-TZVPD basis.

Values from the calculation:
multiplicity: 1
energy: -2876.32014 a.u.
orbital gap: 9.45 eV
relative energy (zero: lowest compared OMol25 entry of this formula, charge and spin): 0.822 eV
HOMO: -0.5001 hartree
net charge: +1
M: 166.0 g mol⁻¹
SMILES: O=C1C[NH2+]CN1Br

```
13
C3H6BrN2O, DFT the ωB97M-V functional and the def2-TZVPD basis
O -1.55 1.96 -0.39
C -0.87 1.06 -0.03
C 0.62 1.01 0.15
N 1.11 -0.42 -0.27
C -0.01 -1.29 0.29
N -1.31 -0.21 -0.03
Br -3.08 -0.64 -0.27
H 1.17 1.71 -0.55
H 0.86 1.17 1.25
H 1.34 -0.33 -1.31
H 2.00 -0.65 0.14
H -0.08 -1.23 1.43
H -0.20 -2.14 -0.41
```

***

Question: Number 8 is which compound?
Answer: C6H11NO3